Record 1
{
  "formula": "C21H23Br2MnN2O2S",
  "method": "ωB97M-V/def2-TZVPD",
  "s_squared": 6.042,
  "homo_lumo_gap_ha": [0.3055, 0.3064],
  "multiplicity": 5,
  "charge": 2,
  "homo_energy_ev": [-15.60, -15.61],
  "species": ["Mn", "Br", "C", "C", "C", "N", "C", "C", "C", "C", "C", "Br", "C", "C", "N", "H", "H", "H", "H", "H", "H", "C", "C", "C", "O", "H", "H", "H", "H", "H", "H", "H", "C", "C", "C", "C", "C", "C", "C", "S", "C", "O", "H", "H", "H", "H", "H", "H", "H", "H", "H", "H"],
  "xyz": [[-0.70548, -0.89543, 0.65012], [1.07633, -0.41431, -5.70249], [0.54230, -0.64977, -3.93551], [1.16041, -1.59786, -3.12981], [0.74253, -1.72077, -1.81951], [-0.23178, -0.95841, -1.31379], [-0.85706, -0.05539, -2.09946], [-0.49017, 0.13131, -3.41455], [-1.95310, 0.67801, -1.42377], [-2.83900, 1.51364, -2.07180], [-3.86400, 2.10359, -1.33518], [-5.08424, 3.22539, -2.17584], [-3.97201, 1.83503, 0.02534], [-3.04596, 0.99275, 0.60319], [-2.05436, 0.42926, -0.09919], [1.94915, -2.22996, -3.51070], [1.17431, -2.44097, -1.13719], [-0.98191, 0.86062, -4.04029], [-2.76131, 1.69600, -3.13286], [-4.76290, 2.26593, 0.62146], [-3.08927, 0.74861, 1.65735], [0.15214, -4.75110, 1.31409], [0.25937, -3.41025, 2.01150], [-0.75165, -3.24265, 3.12460], [0.08336, -2.39786, 0.98875], [0.33857, -5.55163, 2.03050], [0.88489, -4.84135, 0.51362], [-0.84673, -4.89022, 0.89996], [1.27577, -3.26416, 2.38828], [-1.76749, -3.38353, 2.74758], [-0.67755, -2.26542, 3.59608], [-0.58023, -3.99771, 3.89201], [2.94561, 2.69888, -2.27773], [2.19107, 2.34893, -1.03173], [1.22530, 3.21362, -0.51894], [0.53971, 2.91435, 0.64833], [0.83871, 1.73495, 1.31892], [1.80600, 0.85248, 0.83255], [2.46776, 1.16373, -0.34096], [-0.14198, 1.31307, 2.72026], [1.06812, 0.98712, 3.98583], [-0.65593, -0.11721, 2.37039], [2.31733, 3.24094, -2.98291], [3.33947, 1.80971, -2.76763], [3.79238, 3.34207, -2.03153], [1.00630, 4.13711, -1.04001], [-0.21722, 3.58821, 1.02948], [2.05618, -0.05736, 1.37120], [3.22802, 0.49253, -0.72077], [1.80566, 0.27155, 3.63017], [0.52937, 0.60299, 4.85011], [1.53520, 1.94094, 4.23247]],
  "lowdin_charge": [1.05, 0.90, -0.66, -0.05, -0.06, 0.02, -0.17, -0.02, -0.17, -0.02, -0.65, 0.91, -0.05, -0.07, 0.00, 0.13, 0.13, 0.12, 0.12, 0.13, 0.13, -0.04, -0.46, -0.04, -0.31, 0.10, 0.08, 0.09, 0.14, 0.09, 0.06, 0.10, -0.02, -0.24, 0.00, -0.06, -0.43, -0.08, -0.01, 1.08, -0.18, -0.59, 0.09, 0.08, 0.11, 0.13, 0.12, 0.12, 0.13, 0.07, 0.08, 0.09]
}

Record 2
{
  "formula": "C21H23BrCoN3",
  "method": "ωB97M-V/def2-TZVPD",
  "s_squared": 3.762,
  "homo_lumo_gap_ha": [0.2607, 0.2664],
  "multiplicity": 4,
  "charge": 1,
  "homo_energy_ev": [-9.92, -10.16],
  "species": ["Co", "N", "C", "C", "N", "H", "H", "H", "H", "H", "H", "H", "H", "Br", "C", "C", "C", "C", "C", "N", "H", "H", "H", "H", "C", "C", "C", "C", "C", "C", "C", "C", "C", "C", "C", "C", "C", "C", "H", "H", "H", "H", "H", "H", "H", "H", "H", "H", "H"],
  "xyz": [[0.41783, -0.21159, 0.16144], [-0.44541, -1.89943, 1.22399], [-1.22351, -1.30240, 2.32839], [-0.32871, -0.31473, 3.06280], [0.13149, 0.72090, 2.11015], [-1.03003, -2.51308, 0.66743], [0.29308, -2.47724, 1.61655], [-1.60181, -2.05484, 3.02274], [-2.07465, -0.77210, 1.89823], [0.54746, -0.84093, 3.44655], [-0.86492, 0.11829, 3.90749], [0.94489, 1.19581, 2.48734], [-0.59243, 1.42601, 2.00223], [3.15189, -0.82788, 1.35273], [3.15078, -1.03615, -0.52786], [4.32792, -1.27326, -1.20425], [4.26038, -1.34457, -2.58843], [3.03195, -1.18916, -3.21295], [1.90587, -0.99468, -2.43692], [1.95823, -0.91393, -1.10253], [5.25657, -1.39864, -0.66788], [5.15770, -1.52003, -3.16590], [2.94126, -1.21958, -4.28881], [0.92385, -0.89758, -2.87918], [-5.66529, 2.65655, -2.11090], [-4.38763, 3.17761, -2.26579], [-3.27784, 2.43155, -1.90909], [-3.42601, 1.14196, -1.38680], [-4.72033, 0.63211, -1.23784], [-5.82908, 1.37925, -1.59632], [-2.29584, 0.31108, -0.94010], [-0.98035, 0.55652, -1.01941], [-0.21418, 1.53736, -1.77185], [0.71134, 2.38105, -1.12571], [1.59970, 3.16140, -1.84914], [1.60262, 3.11713, -3.23506], [0.67892, 2.31115, -3.89098], [-0.22149, 1.53994, -3.17803], [-6.52920, 3.24770, -2.38480], [-4.26167, 4.17602, -2.66456], [-2.29123, 2.85553, -2.02200], [-4.84996, -0.36562, -0.83333], [-6.82346, 0.96943, -1.47518], [-2.61728, -0.60690, -0.44689], [0.68789, 2.45947, -0.04187], [2.28838, 3.81587, -1.32916], [2.30161, 3.72147, -3.79720], [0.65609, 2.28876, -4.97379], [-0.95601, 0.93267, -3.69396]],
  "nbo_charge": [1.31, -0.88, -0.24, -0.23, -0.89, 0.40, 0.39, 0.21, 0.22, 0.20, 0.22, 0.40, 0.40, 0.09, 0.16, -0.27, -0.11, -0.23, 0.08, -0.58, 0.25, 0.24, 0.25, 0.24, -0.20, -0.22, -0.14, -0.13, -0.18, -0.21, -0.20, -0.46, -0.11, -0.21, -0.21, -0.23, -0.19, -0.23, 0.22, 0.22, 0.21, 0.20, 0.22, 0.18, 0.19, 0.22, 0.22, 0.22, 0.22]
}

Record 3
{
  "formula": "C21H23BrIrN2O7SeSi",
  "method": "ωB97M-V/def2-TZVPD",
  "s_squared": 8.784,
  "homo_lumo_gap_ha": [0.2361, 0.2028],
  "multiplicity": 6,
  "charge": 0,
  "homo_energy_ev": [-7.14, -8.53],
  "species": ["Ir", "O", "C", "C", "O", "C", "C", "O", "C", "O", "O", "C", "Si", "C", "C", "C", "H", "H", "H", "H", "H", "H", "H", "H", "H", "H", "H", "C", "N", "C", "C", "N", "C", "C", "Se", "H", "H", "H", "H", "H", "H", "H", "H", "Br", "C", "C", "C", "C", "C", "C", "C", "O", "O", "H", "H", "H", "H"],
  "xyz": [[-11.90506, -6.62465, -8.48459], [-16.61945, -6.20780, -12.29313], [-15.81156, -6.36209, -11.37712], [-14.59362, -7.28499, -11.39114], [-14.11464, -7.95444, -12.31910], [-14.06661, -7.23429, -10.08167], [-14.53649, -6.27866, -9.30059], [-13.83308, -5.88004, -8.27912], [-15.59092, -5.55864, -10.03307], [-16.09594, -4.51039, -9.69912], [-12.91517, -7.89275, -9.84358], [-12.94358, -5.14386, -4.99073], [-11.17224, -4.97244, -5.59277], [-10.59776, -3.23213, -5.02332], [-10.05972, -6.25695, -4.78974], [-11.11407, -5.12907, -7.45337], [-12.94999, -5.19093, -3.89827], [-13.41627, -5.97859, -5.46588], [-13.51289, -4.23368, -5.28875], [-10.67334, -3.14632, -3.95243], [-11.26749, -2.42501, -5.43846], [-9.55970, -3.03678, -5.31261], [-10.42549, -6.53890, -3.79437], [-9.02863, -5.83436, -4.66209], [-10.04531, -7.17317, -5.42820], [-10.09033, -4.88151, -7.75092], [-11.78413, -4.37635, -7.85515], [-10.43178, -10.55233, -7.23562], [-10.63064, -10.38592, -8.66675], [-11.04588, -11.39991, -9.52502], [-11.18313, -10.89243, -10.74532], [-10.84610, -9.54255, -10.68998], [-10.97752, -8.59893, -11.80178], [-10.50375, -9.21759, -9.38876], [-9.80508, -7.58070, -8.75138], [-10.90416, -11.49872, -6.88818], [-10.87625, -9.68485, -6.73362], [-9.35898, -10.55994, -7.03633], [-11.15445, -12.43778, -9.19794], [-11.49412, -11.35787, -11.67177], [-10.37611, -8.93384, -12.65141], [-10.59546, -7.63439, -11.40674], [-12.05208, -8.44954, -12.08075], [-11.99697, -8.72621, -1.78689], [-13.13561, -9.33356, -3.13681], [-14.13971, -10.28811, -2.94119], [-14.98932, -10.63776, -4.02097], [-14.80224, -10.02974, -5.25872], [-13.85062, -9.05846, -5.42584], [-12.95987, -8.78539, -4.40313], [-13.60905, -8.39915, -6.74729], [-14.46880, -8.51507, -7.60127], [-12.47290, -7.73170, -6.82478], [-14.32382, -10.72431, -1.96783], [-15.75126, -11.38177, -3.91287], [-15.41384, -10.23365, -6.12626], [-12.18098, -8.01497, -4.57591]],
  "nbo_charge": [1.23, -0.27, 0.14, 0.43, -0.50, 0.20, 0.21, -0.60, 0.49, -0.42, -0.63, -1.12, 1.66, -1.10, -1.14, -1.15, 0.24, 0.24, 0.24, 0.24, 0.24, 0.23, 0.25, 0.24, 0.24, 0.22, 0.24, -0.42, -0.34, -0.06, -0.04, -0.32, -0.43, 0.26, 0.09, 0.23, 0.26, 0.22, 0.24, 0.24, 0.21, 0.23, 0.28, 0.07, -0.10, -0.22, -0.21, -0.17, -0.16, -0.22, 0.78, -0.63, -0.78, 0.23, 0.22, 0.24, 0.25]
}

Record 4
{
  "formula": "C21H23ClF4N2O3Ru",
  "method": "ωB97M-V/def2-TZVPD",
  "homo_lumo_gap_ha": [0.0764, 0.0778],
  "charge": 2,
  "homo_energy_ev": [-12.59, -12.60],
  "species": ["Ru", "C", "C", "N", "C", "C", "C", "C", "N", "C", "C", "F", "C", "F", "C", "C", "F", "C", "F", "H", "H", "H", "H", "H", "H", "H", "H", "H", "H", "H", "H", "H", "H", "H", "C", "C", "C", "C", "Cl", "C", "C", "C", "O", "C", "C", "O", "O", "H", "H", "H", "H", "H", "H", "H", "H"],
  "xyz": [[1.04347, -1.03346, -0.02222], [-0.36355, -4.01273, -0.43890], [-1.32399, -2.83345, -0.56577], [-0.98849, -1.56041, 0.15064], [-1.90058, -0.49682, -0.35979], [-1.79380, -0.23151, -1.86169], [-1.14083, -1.62093, 1.63305], [-0.00113, -2.37029, 2.32345], [1.21517, -2.11421, 1.57086], [2.46632, -2.37967, 2.03759], [3.56345, -1.94198, 1.26246], [3.26408, -1.24675, 0.11991], [4.87036, -2.14425, 1.61846], [5.83867, -1.69944, 0.83790], [5.16115, -2.80912, 2.80303], [4.11714, -3.24317, 3.60137], [4.37338, -3.85820, 4.74027], [2.79585, -3.05468, 3.23298], [1.83176, -3.52940, 4.00956], [-0.59953, -4.72787, -1.22532], [-0.45128, -4.54541, 0.50314], [0.67519, -3.70874, -0.59089], [-2.32934, -3.12757, -0.25036], [-1.36217, -2.57847, -1.62155], [-1.66535, 0.40494, 0.20229], [-2.93121, -0.78036, -0.11783], [-0.77493, -0.36945, -2.21895], [-2.07516, 0.79978, -2.07570], [-2.45981, -0.87175, -2.43705], [-2.10498, -2.06048, 1.90169], [-1.11398, -0.58852, 1.97921], [-0.19243, -3.44055, 2.38777], [0.09060, -2.00895, 3.34843], [6.18830, -2.98389, 3.09426], [-0.98345, 4.30685, -3.80716], [-1.67237, 4.06764, -2.51287], [-3.03108, 4.18789, -2.36836], [-3.63947, 4.00379, -1.12106], [-5.31291, 4.14454, -0.95557], [-2.86030, 3.71194, 0.03252], [-1.51495, 3.54768, -0.08461], [-0.90065, 3.68227, -1.35395], [0.37365, 3.51172, -1.57685], [1.27440, 3.01511, -0.58188], [1.09521, 1.50724, -0.32360], [1.21052, 0.70891, -1.28321], [0.84450, 1.10722, 0.84298], [-1.68993, 4.52548, -4.60269], [-0.37047, 3.44831, -4.08858], [-0.29380, 5.15054, -3.71496], [-3.64197, 4.44899, -3.22239], [-3.34207, 3.63586, 0.99794], [-0.92088, 3.33213, 0.79321], [1.19139, 3.54892, 0.36386], [2.26228, 3.17471, -1.00504]],
  "nbo_charge": [1.16, -0.62, -0.25, -0.33, -0.24, -0.64, -0.25, -0.28, -0.24, -0.02, 0.34, -0.28, 0.36, -0.25, -0.20, 0.34, -0.25, 0.43, -0.26, 0.27, 0.22, 0.18, 0.23, 0.24, 0.23, 0.22, 0.22, 0.26, 0.23, 0.25, 0.24, 0.26, 0.27, 0.30, -0.66, 0.07, -0.24, -0.04, 0.11, -0.20, -0.31, 0.31, -0.44, -0.17, 0.77, -0.64, -0.57, 0.24, 0.23, 0.24, 0.25, 0.24, 0.23, 0.22, 0.25]
}

Number 1: energy -211452.7417 eV. Number 2: energy -134284.4608 eV. Number 3: energy -185563.1362 eV. Number 4: energy -57227.6118 eV.